(1)
A single C3HN3O2 molecule at a distorted geometry, computed with ωB97M-V/def2-TZVPD.

Structure (XYZ):
```
9
Properties=species:S:1:pos:R:3:forces:R:3
N 3.46651 -0.37035 0.14732 -8.19 -0.76 -1.37
C 2.24917 -0.44949 -0.03041 6.99 1.17 1.57
C 0.79761 -0.24139 -0.02487 -1.48 -3.75 -1.76
N -0.15083 -1.18678 -0.15605 2.66 1.17 1.09
C -1.33829 -0.46273 -0.01650 -5.12 -3.95 0.61
O -2.55914 -0.78343 0.13578 3.53 -0.14 -0.85
N -1.03706 0.77680 0.05586 -0.90 8.79 -0.45
O 0.35797 0.98861 -0.06565 -0.89 1.45 0.76
H -1.78594 1.72877 -0.04549 3.38 -3.97 0.39
```
Forces are in eV/Å.

Computed properties:
- Spin multiplicity: 1
- E_HOMO: -10.5 eV
- SMILES string: N#Cc1nc(=O)[nH]o1

These are the Mulliken partial charges, in e, on atoms 1 to 5:
1. N -0.3741
2. C 0.0797
3. C 0.7229
4. N -0.4355
5. C 0.5191

=====

(2)
A single C3HN3O2 molecule at a distorted geometry, computed with ωB97M-V/def2-TZVPD.

Structure (XYZ):
```
9
Properties=species:S:1:pos:R:3:forces:R:3
C 0.91188 0.05835 0.06983 -3.80 -1.04 0.96
C 3.32439 -0.71757 0.01505 0.72 -2.88 0.16
C -0.29339 -0.60136 0.10253 -2.59 -1.56 -1.98
N 1.50799 1.05728 0.01708 1.01 0.58 -0.04
N 3.52292 0.45798 -0.08711 0.95 2.12 -0.33
N 2.62317 1.47993 -0.07968 2.87 3.10 -0.15
O 3.39761 -1.87890 0.09796 -0.45 0.27 0.00
O -0.41686 -1.76746 -0.18985 0.07 -1.01 0.65
H -1.26551 -0.01423 0.07667 1.23 0.41 0.72
```
Forces are in eV/Å.

Computed properties:
- Spin multiplicity: 1
- E_HOMO: -9.3 eV

These are the Mulliken partial charges, in e, on atoms 1 to 5:
1. C 0.5362
2. C 0.6070
3. C -0.2677
4. N 0.6228
5. N -0.0291

=====

(3)
A molecular structure, C3HN3O2S at a distorted geometry, computed with ωB97M-V/def2-TZVPD.

Structure (XYZ):
```
10
Properties=species:S:1:pos:R:3:forces:R:3
C 0.94350 2.05335 0.93658 0.33 1.67 0.14
C 1.13955 0.76907 0.52416 -2.81 -3.71 -2.20
C -0.21158 -0.45826 -0.28745 2.51 0.61 2.03
N 0.79318 3.16276 1.19468 -0.21 0.11 0.19
N 2.07029 -0.05654 0.51568 0.16 1.34 0.89
N 0.39999 -1.56730 -0.27531 -0.28 2.22 -0.36
O 1.83594 -1.24470 0.15166 0.22 -2.30 -0.68
O -2.65297 -0.96159 -1.33429 0.46 1.40 -0.30
S -1.79035 0.13571 -0.42959 -0.42 -0.10 -0.33
H -2.52754 -1.83251 -0.99613 0.03 -1.22 0.63
```
Forces are in eV/Å.

Computed properties:
- Spin multiplicity: 1
- E_HOMO: -9.9 eV

These are the Mulliken partial charges, in e, on atoms 1 to 5:
1. C 0.2953
2. C 0.2748
3. C 0.3531
4. N -0.3632
5. N -0.1121

=====

Relative energy (zero: lowest compared OMol25 entry of this formula, charge and spin): 309.9, 507.1, 187.7 (kJ/mol)